Density functional theory data (ωB97M-V/def2-TZVPD) for a single C8H8O3 molecule at a distorted geometry.

Summary:
* Kohn-Sham gap: 9.88 eV
* relative energy (zero: lowest compared OMol25 entry of this formula, charge and spin): 113.5 kJ/mol
* electronic energy: -535.34841 Eh
* SMILES: Cc1cccc(C(=O)O)c1O

CARTESIAN COORDINATES (ANGSTROEM)
C: -0.63101 1.81723 1.59196
C: -0.37378 0.42723 1.04578
C: -0.22424 -0.73910 1.69820
C: 0.25030 -2.01892 1.09269
C: 0.51002 -1.89404 -0.27289
C: 0.27714 -0.69831 -1.00482
C: 0.60616 -0.79745 -2.53011
O: 0.70404 -1.87564 -3.13060
O: 0.67404 0.36310 -3.19750
C: -0.15379 0.40213 -0.33440
O: -0.52513 1.59095 -1.06086
H: -0.41675 1.84242 2.73293
H: -1.66568 2.09832 1.40925
H: 0.06123 2.51415 1.13972
H: -0.36089 -0.73228 2.77555
H: 0.40937 -2.76199 1.79812
H: 0.91083 -2.75498 -0.77134
H: 0.54573 1.08485 -2.63228
H: -0.59757 2.13231 -0.34940

=====

Density functional theory data (ωB97M-V/def2-TZVPD) for a single C27H27F2N7O2 molecule at a distorted geometry.

Summary:
* Kohn-Sham gap: 9.37 eV
* relative energy (zero: lowest compared OMol25 entry of this formula, charge and spin): 0.0 kJ/mol
* electronic energy: -1778.60607 Eh
* SMILES: CC(C)CCNC(=O)[C@H](c1ccncc1)N(C(=O)Cn1nnc(-c2ccc(F)cc2)n1)c1ccccc1F

CARTESIAN COORDINATES (ANGSTROEM)
C: 1.43972 3.72066 -1.70882
C: 2.26903 2.74183 -2.53661
C: 3.04102 3.49066 -3.62153
C: 3.25178 1.94879 -1.66646
C: 2.57797 1.07970 -0.60494
N: 1.66714 0.12328 -1.19910
C: 0.34580 0.15899 -0.98964
O: -0.20052 0.98258 -0.27895
C: -0.40305 -1.01693 -1.66036
C: -1.82289 -0.76309 -2.09734
C: -2.41678 0.49071 -2.09577
C: -3.73293 0.59752 -2.52427
N: -4.45564 -0.42566 -2.93946
C: -3.88296 -1.61738 -2.95810
C: -2.57795 -1.84072 -2.55673
N: -0.33737 -2.12638 -0.69502
C: 0.81700 -2.83651 -0.67176
O: 1.64336 -2.76471 -1.55854
C: 1.15780 -3.53373 0.65451
N: 1.52956 -2.43395 1.49428
N: 2.72663 -1.90168 1.50327
N: 2.65276 -0.81210 2.17520
C: 1.36722 -0.68121 2.57130
C: 0.84794 0.44468 3.31382
C: -0.48402 0.45598 3.72268
C: -0.98688 1.54404 4.40739
C: -0.14505 2.61060 4.67375
F: -0.63331 3.67358 5.34397
C: 1.18124 2.62069 4.27676
C: 1.67741 1.52905 3.59248
N: 0.64340 -1.71231 2.14465
C: -1.43189 -2.32232 0.17675
C: -2.02840 -1.26378 0.85242
C: -3.13720 -1.48327 1.64943
C: -3.67152 -2.75305 1.78597
C: -3.10065 -3.81742 1.11019
C: -2.00128 -3.58717 0.30895
F: -1.46396 -4.62638 -0.37682
H: 0.78230 3.19530 -1.02161
H: 0.82179 4.33218 -2.36258
H: 2.08897 4.38006 -1.13657
H: 1.58674 2.03524 -3.02380
H: 2.35733 4.02752 -4.27476
H: 3.62353 2.80129 -4.22887
H: 3.72128 4.21077 -3.17187
H: 3.85707 1.30721 -2.31186
H: 3.92522 2.64156 -1.15901
H: 3.33737 0.53588 -0.03442
H: 1.99442 1.68978 0.08627
H: 2.07550 -0.61600 -1.75439
H: 0.17307 -1.34291 -2.53729
H: -1.88280 1.36167 -1.75556
H: -4.23317 1.55672 -2.53220
H: -4.50168 -2.42988 -3.31527
H: -2.15390 -2.83249 -2.60405
H: 0.33768 -4.07935 1.11361
H: 2.02804 -4.17194 0.49924
H: -1.10975 -0.39284 3.49565
H: -2.01384 1.57880 4.73508
H: 1.80157 3.47319 4.50366
H: 2.70454 1.50029 3.26442
H: -1.61884 -0.27122 0.75394
H: -3.58748 -0.64990 2.16576
H: -4.53584 -2.91843 2.40961
H: -3.50167 -4.81608 1.17930

=====

Density functional theory data (ωB97M-V/def2-TZVPD) for 2 unconnected molecules or ions with the total composition C3H12NOS at a distorted geometry.

Summary:
* Kohn-Sham gap: 8.60 eV
* relative energy (zero: lowest compared OMol25 entry of this formula, charge and spin): 166.1 kJ/mol
* electronic energy: -649.38740 Eh
* total charge: +1

CARTESIAN COORDINATES (ANGSTROEM)
C: 0.03071 -0.40617 0.14384
C: -1.34211 0.19915 0.31390
C: -1.35918 1.36910 1.45948
S: -2.92009 2.37244 1.18151
N: 0.72435 -0.61174 -1.25246
H: 0.77158 0.20383 0.78715
H: -0.07191 -1.35134 0.63752
H: -2.06279 -0.50633 0.76438
H: -1.75153 0.72563 -0.55774
H: -0.45265 1.91950 1.35010
H: -1.36854 0.93898 2.44872
H: -3.08327 2.89892 2.49245
H: 1.69286 -1.00800 -1.35375
H: 0.01891 -1.14288 -1.89970
H: 0.58250 0.32490 -1.78030
H: 4.07762 -1.65964 -1.17249
H: 3.32515 -2.40302 -2.23847
O: 3.18839 -1.86335 -1.32411

=====

Density functional theory data (ωB97M-V/def2-TZVPD) for 4 unconnected molecules or ions with the total composition C3H16N2O3 at a distorted geometry.

Summary:
* Kohn-Sham gap: 9.64 eV
* relative energy (zero: lowest compared OMol25 entry of this formula, charge and spin): 160.9 kJ/mol
* electronic energy: -459.07476 Eh
* SMILES: NCCCN.O.O.O

CARTESIAN COORDINATES (ANGSTROEM)
N: 0.37580 1.68109 1.20821
C: 0.66220 0.48550 1.97272
C: 0.99727 -0.72345 1.12395
C: -0.05284 -1.18203 0.06547
N: 0.39460 -2.15602 -0.90085
H: 1.22616 2.15655 0.83273
H: -0.17460 1.51346 0.37033
H: 1.61456 0.67927 2.52065
H: -0.04680 0.24123 2.80473
H: 1.26845 -1.51503 1.80548
H: 1.92897 -0.55662 0.65839
H: -0.90171 -1.53847 0.63911
H: -0.47672 -0.35314 -0.38192
H: -0.06270 -3.05317 -0.76494
H: 1.35209 -2.39744 -0.78452
O: 1.50801 1.26248 -2.33118
H: 1.12272 1.91720 -1.81814
H: 1.03384 0.52801 -2.12988
O: -2.22038 0.54454 1.57030
H: -3.09775 0.48619 1.19997
H: -1.90507 1.36730 1.33377
O: -1.23939 0.44126 -2.90680
H: -1.13774 -0.29688 -3.37853
H: -2.16897 0.46820 -2.70903